{
  "formula": "C32H37BN5O11",
  "method": "the ωB97M-V functional and the def2-TZVPD basis",
  "species": ["C", "O", "B", "O", "N", "C", "C", "C", "C", "C", "C", "C", "O", "H", "H", "H", "H", "H", "H", "H", "H", "H", "H", "H", "H", "H", "H", "H", "H", "H", "C", "C", "C", "C", "C", "C", "N", "O", "O", "H", "H", "H", "H", "H", "C", "C", "C", "C", "C", "C", "N", "O", "O", "H", "H", "H", "H", "H", "C", "C", "C", "C", "C", "C", "N", "O", "O", "H", "H", "H", "H", "H", "C", "C", "C", "C", "C", "C", "N", "O", "O", "H", "H", "H", "H", "H"],
  "xyz": [[3.67405, -3.78737, 4.85783], [2.89320, -4.16745, 3.72460], [2.72550, -3.44346, 2.61963], [2.20598, -3.99394, 1.50819], [3.13730, -1.95824, 2.63200], [4.12512, -1.52664, 1.94298], [4.48116, -0.11485, 2.22423], [3.75666, 0.09539, 3.56388], [2.54740, -0.84458, 3.48500], [1.33347, -0.19024, 2.81395], [-0.04627, -0.75186, 3.15608], [-0.41164, -2.13308, 2.59960], [-0.93329, -3.02599, 3.57714], [4.10072, -4.69623, 5.27209], [4.48778, -3.11435, 4.58066], [3.03963, -3.32202, 5.61215], [2.29979, -3.50992, 0.67969], [4.64729, -2.18465, 1.25499], [4.15577, 0.54957, 1.41872], [5.56349, -0.01441, 2.31413], [3.47725, 1.12977, 3.74362], [4.41413, -0.23011, 4.37197], [2.30286, -1.27264, 4.45786], [1.34115, 0.84590, 3.15927], [1.49060, -0.17108, 1.73402], [-0.17085, -0.74607, 4.24569], [-0.77417, -0.03133, 2.77839], [-1.20680, -2.02617, 1.86477], [0.43120, -2.60368, 2.08682], [-0.47669, -2.89815, 4.41872], [1.40313, -0.36922, -4.77320], [0.68794, 0.76928, -4.42928], [0.19404, 0.91947, -3.14407], [0.45316, -0.07671, -2.22250], [1.15177, -1.22969, -2.54281], [1.62584, -1.37157, -3.83447], [-0.02166, 0.12740, -0.85334], [-0.59603, 1.16321, -0.59935], [0.20452, -0.73002, -0.00648], [1.78154, -0.48483, -5.77951], [0.50766, 1.54987, -5.15510], [-0.36847, 1.79865, -2.86935], [1.31041, -1.99593, -1.79882], [2.16538, -2.26557, -4.11375], [0.03922, 7.14741, -0.50363], [1.23790, 7.34309, -1.17800], [1.53914, 6.58698, -2.29975], [0.61824, 5.64655, -2.72269], [-0.58259, 5.43379, -2.06832], [-0.86884, 6.19325, -0.94478], [0.92687, 4.83983, -3.91900], [1.99687, 5.00715, -4.46218], [0.08369, 4.04104, -4.28593], [-0.19180, 7.74459, 0.36844], [1.94015, 8.08974, -0.83330], [2.46377, 6.72348, -2.84020], [-1.27643, 4.69205, -2.43372], [-1.80141, 6.04259, -0.41709], [-3.90730, 0.72822, 2.52443], [-3.59063, 1.32033, 1.30915], [-3.41026, 2.69055, 1.22440], [-3.54820, 3.44472, 2.37266], [-3.88027, 2.88551, 3.59328], [-4.06260, 1.51248, 3.66186], [-3.31203, 4.90070, 2.29218], [-3.02272, 5.36413, 1.20523], [-3.40932, 5.54385, 3.31428], [-4.03346, -0.34501, 2.58826], [-3.46548, 0.71408, 0.42220], [-3.15532, 3.16639, 0.28981], [-3.98748, 3.51270, 4.46559], [-4.32012, 1.05470, 4.60725], [-3.97109, -5.58956, -3.06163], [-3.75533, -4.22629, -3.21751], [-2.63513, -3.77179, -3.89442], [-1.75183, -4.70598, -4.40419], [-1.94330, -6.06778, -4.26211], [-3.06708, -6.50690, -3.58055], [-0.56355, -4.23103, -5.13575], [-0.40090, -3.02848, -5.22723], [0.18921, -5.06247, -5.59802], [-4.85052, -5.93883, -2.53729], [-4.46414, -3.51449, -2.81700], [-2.44875, -2.71734, -4.03308], [-1.22992, -6.76273, -4.67873], [-3.23831, -7.56760, -3.45960]],
  "lowdin_charge": [-0.0190, 0.1143, -0.6862, 0.2439, 0.1538, 0.0388, -0.0829, -0.0966, -0.1972, -0.1307, -0.1472, -0.2483, -0.0511, 0.1067, 0.0929, 0.0998, 0.1244, 0.1697, 0.1450, 0.1346, 0.1287, 0.1269, 0.1536, 0.1289, 0.1052, 0.1225, 0.1078, 0.1154, 0.0837, 0.0816, -0.0478, -0.0388, 0.0063, -0.1527, -0.0130, -0.0765, -0.3231, 0.0870, 0.0340, 0.1188, 0.1079, 0.1096, 0.1048, 0.1122, -0.0577, -0.0630, -0.0054, -0.1491, 0.0011, -0.0542, -0.3424, 0.0875, 0.0521, 0.1120, 0.1090, 0.1192, 0.1157, 0.0773, -0.0751, -0.0697, -0.0012, -0.1417, 0.0001, -0.0628, -0.3370, 0.0528, 0.0955, 0.1087, 0.1059, 0.1186, 0.1209, 0.1095, -0.0662, -0.0644, -0.0057, -0.1481, -0.0004, -0.0598, -0.3418, 0.0608, 0.0852, 0.1096, 0.1082, 0.1170, 0.1207, 0.1110],
  "orbital_gap_ha": 0.278,
  "total_charge": 1,
  "de_lowest_ev": 0.000,
  "e_homo_ha": -0.424,
  "multiplicity": 1
}